{"formula": "C12H14SSe", "method": "wB97M-V/def2-TZVPD", "symbols": ["C", "C", "C", "C", "C", "C", "C", "C", "C", "C", "C", "C", "S", "Se", "H", "H", "H", "H", "H", "H", "H", "H", "H", "H", "H", "H", "H", "H"], "xyz": [[3.62064, 1.80126, 0.55417], [2.95330, 2.27425, -0.71515], [4.16207, 0.61235, 0.72300], [1.68849, 1.95913, -1.04564], [4.25528, -0.47524, -0.22850], [0.90011, 1.34625, 0.03738], [3.28922, -1.11545, -0.88141], [0.95816, 0.08080, 0.43147], [-4.50422, -1.35850, -0.49136], [-3.40832, -1.58236, 0.64785], [-4.27426, 0.01719, -1.07711], [-2.63542, -0.30831, 0.90007], [1.58569, -1.25658, -0.59630], [-3.21089, 1.15679, -0.09181], [3.80996, 2.34785, 1.47968], [3.51136, 2.79175, -1.33375], [4.59535, 0.52848, 1.62328], [1.34229, 2.31226, -1.93985], [5.34821, -0.62363, -0.35770], [0.33288, 1.92920, 0.70950], [3.60050, -1.92004, -1.69898], [-4.41922, -2.09723, -1.19819], [-5.45718, -1.48055, -0.06536], [-3.90926, -1.77047, 1.50950], [-2.93369, -2.51134, 0.30592], [-4.11504, 0.21524, -2.12570], [0.45956, -0.38932, 1.24985], [-2.08002, -0.14674, 1.74668]], "e_homo_ev": [-7.44, -7.12], "relative_energy_kcal_mol": 22.0, "e_lumo_ev": [0.44, 0.13], "total_energy_ha": -3264.98138, "fmax_ha_per_bohr": 0.105}



{"formula": "C12H15AsCl2F6N2O2PdS", "method": "wB97M-V/def2-TZVPD", "symbols": ["Pd", "Cl", "C", "C", "C", "Cl", "C", "O", "C", "C", "O", "C", "H", "H", "H", "C", "C", "N", "C", "S", "N", "C", "C", "H", "H", "H", "H", "H", "H", "H", "H", "H", "H", "H", "H", "F", "As", "F", "F", "F", "F", "F"], "xyz": [[0.86156, 0.58514, -1.04308], [2.83800, -5.95413, -4.05987], [2.08706, -4.54772, -3.34698], [0.69092, -4.51459, -3.20947], [0.08883, -3.42361, -2.65485], [-1.63914, -3.39731, -2.49771], [0.81394, -2.26952, -2.18546], [0.17291, -1.30657, -1.67720], [2.23510, -2.35170, -2.35175], [3.15097, -1.30520, -1.96305], [2.91277, -0.21331, -1.46199], [2.83566, -3.48990, -2.92698], [0.09056, -5.35063, -3.54143], [4.21005, -1.54510, -2.16825], [3.91447, -3.51340, -3.03182], [-0.22319, 4.69480, 1.19900], [0.27270, 3.25754, 1.27540], [-0.77421, 2.28816, 0.95085], [-0.99382, 1.82097, -0.30088], [-0.33934, 2.55488, -1.71981], [-1.91798, 0.82834, -0.41771], [-2.79978, 0.33721, 0.63322], [-3.94553, 1.29145, 0.95020], [0.57511, 5.38802, 1.47815], [-1.06376, 4.84760, 1.87895], [-0.54709, 4.93381, 0.18553], [0.61342, 3.01627, 2.27779], [1.11963, 3.11906, 0.60652], [-0.96668, 1.63552, 1.70068], [-2.09913, 0.54291, -1.36360], [-2.22058, 0.11291, 1.52930], [-3.17982, -0.62285, 0.28656], [-3.56122, 2.25531, 1.28514], [-4.57309, 0.87910, 1.74387], [-4.56796, 1.45725, 0.06851], [1.02573, -0.07455, 1.69749], [0.86462, -0.31378, 3.42357], [-0.56916, 0.72053, 3.39015], [0.66855, -0.50235, 5.12817], [1.82343, 1.11086, 3.67487], [2.27011, -1.30645, 3.43043], [-0.15457, -1.67496, 3.12754]], "e_homo_ev": [-5.41, -5.26], "multiplicity": 2, "s_squared": 0.75, "charge": -1, "relative_energy_kcal_mol": 6.6, "e_lumo_ev": [2.39, 2.40], "total_energy_ha": -5007.94972, "fmax_ha_per_bohr": 0.019}



{"formula": "C12H15B11Br6Cl2F3IN2O2Re", "method": "wB97M-V/def2-TZVPD", "symbols": ["Re", "Br", "B", "B", "C", "B", "B", "B", "B", "B", "Br", "B", "Br", "B", "Br", "B", "Br", "B", "Br", "H", "H", "H", "H", "H", "H", "N", "N", "C", "O", "O", "H", "H", "H", "I", "Cl", "C", "Cl", "H", "H", "F", "C", "F", "F", "C", "C", "C", "C", "C", "C", "C", "C", "H", "H", "H", "H"], "xyz": [[0.42568, -0.28912, 1.27347], [1.16128, 2.38828, 2.27897], [-0.11062, 3.58008, 1.40767], [-0.60682, 5.13588, 2.14427], [-2.26612, 5.27928, 1.77977], [-1.69752, 3.72158, 2.18317], [-2.93402, 3.95478, 0.94017], [-2.62322, 5.51318, 0.13887], [-1.18682, 6.23548, 0.88627], [0.25178, 5.15808, 0.57487], [2.06768, 5.86888, 0.38527], [-1.04572, 5.42838, -0.70573], [-0.69762, 6.41448, -2.34903], [-2.14602, 3.96648, -0.66123], [-3.05712, 3.25788, -2.22413], [-1.53522, 2.87138, 0.62057], [-1.72662, 0.88798, 0.44087], [-0.32922, 3.74408, -0.41313], [0.76728, 2.85158, -1.79233], [-0.15992, 5.55968, 3.13687], [-2.88862, 5.77618, 2.51087], [-1.96942, 3.22538, 3.20587], [-4.01882, 3.58108, 1.13757], [-3.52332, 6.17558, -0.19003], [-1.10872, 7.38648, 1.04027], [2.54398, -0.78742, 1.85207], [3.35238, -0.12142, 0.90977], [2.77628, 0.66318, -0.08123], [3.43618, 1.32398, -0.82943], [1.46758, 0.63498, -0.06033], [2.71228, -0.43242, 2.80487], [2.74328, -1.79752, 1.85327], [4.35908, -0.09822, 1.02417], [-0.74012, -1.10322, 3.49107], [-2.38912, -2.32542, -0.10583], [-3.99062, -2.52912, -0.85013], [-5.13222, -3.25792, 0.28997], [-3.88672, -3.18542, -1.71523], [-4.35272, -1.54262, -1.14173], [3.50508, -8.54592, -1.94663], [2.52158, -7.95822, -2.62443], [2.96128, -7.74222, -3.86923], [1.50928, -8.82942, -2.70803], [2.06428, -6.66542, -1.97943], [1.07308, -5.91792, -2.61983], [0.63788, -4.73612, -2.06183], [1.18588, -4.29362, -0.84273], [2.19028, -5.05772, -0.21083], [2.62128, -6.23582, -0.77563], [0.77528, -3.10682, -0.22973], [0.47558, -2.06992, 0.35197], [0.65468, -6.27342, -3.54923], [-0.11602, -4.14162, -2.55293], [2.61318, -4.71442, 0.71987], [3.38588, -6.82562, -0.29273]], "e_homo_ev": [-13.82, -13.82], "multiplicity": 2, "s_squared": 0.84, "charge": 2, "relative_energy_kcal_mol": 21.9, "e_lumo_ev": [-11.21, -10.81], "total_energy_ha": -18039.30727, "fmax_ha_per_bohr": 0.105}



{"formula": "C12H15BF13O6", "method": "wB97M-V/def2-TZVPD", "symbols": ["B", "F", "F", "F", "F", "C", "C", "O", "C", "O", "C", "F", "F", "F", "H", "H", "H", "H", "H", "C", "C", "O", "C", "O", "C", "F", "F", "F", "H", "H", "H", "H", "H", "C", "C", "O", "C", "O", "C", "F", "F", "F", "H", "H", "H", "H", "H"], "xyz": [[4.19937, -1.35588, -10.24205], [4.39380, -1.29961, -8.85509], [4.64593, -2.59926, -10.78682], [2.81319, -1.33835, -10.51225], [4.85560, -0.28647, -10.87698], [6.99900, -0.42206, -8.05780], [7.58761, -1.47732, -8.96087], [8.18092, -2.59263, -8.29302], [7.39963, -3.59294, -7.89009], [6.22726, -3.66195, -8.00674], [8.23752, -4.67486, -7.19618], [7.57624, -5.82268, -7.14780], [9.39850, -4.88801, -7.82436], [8.50509, -4.29230, -5.94039], [6.21074, -0.86856, -7.45578], [6.57074, 0.37572, -8.66153], [7.77247, 0.01420, -7.41902], [8.34752, -1.01288, -9.59242], [6.82917, -1.84055, -9.65726], [2.63615, 2.76497, -9.29914], [2.22839, 1.32128, -9.05729], [0.98724, 1.25853, -8.32731], [0.62312, 0.08659, -7.83303], [1.27082, -0.89760, -7.72844], [-0.76417, 0.19221, -7.15296], [-1.62620, 0.98838, -7.78919], [-1.30802, -1.00538, -6.97359], [-0.55043, 0.72163, -5.92166], [3.45991, 2.80865, -10.00894], [2.83130, 3.24509, -8.33730], [1.86411, 3.36683, -9.78795], [3.04951, 0.74032, -8.64798], [1.98261, 0.95302, -10.05422], [4.56173, -0.79752, -14.26444], [3.38325, -1.62624, -13.79986], [2.99410, -2.50610, -14.87343], [1.84770, -3.13446, -14.73515], [1.18509, -3.22441, -13.75028], [1.39332, -3.75843, -16.07662], [0.24407, -4.38124, -15.97692], [1.28718, -2.76248, -16.97567], [2.31435, -4.61235, -16.54228], [4.28166, -0.02992, -14.99343], [5.24344, -1.46190, -14.80164], [5.03979, -0.25465, -13.45324], [2.58455, -0.92800, -13.54422], [3.63116, -2.16713, -12.88810]], "e_homo_ev": -8.31, "charge": -1, "relative_energy_kcal_mol": 4.1, "e_lumo_ev": 2.90, "total_energy_ha": -2241.19809, "fmax_ha_per_bohr": 0.039}



{"formula": "C12H15BN2", "method": "wB97M-V/def2-TZVPD", "symbols": ["B", "C", "C", "C", "C", "C", "C", "C", "C", "C", "C", "C", "C", "N", "N", "H", "H", "H", "H", "H", "H", "H", "H", "H", "H", "H", "H", "H", "H", "H"], "xyz": [[-0.47236, 1.49872, 1.31191], [2.19290, -2.62934, -3.11063], [2.32489, -2.63443, -1.70783], [1.64622, -1.38665, -3.67232], [1.87498, -1.55921, -0.99571], [1.22238, -0.29756, -2.95348], [-2.13625, 0.96616, 4.49013], [-0.92817, 0.78770, 3.80433], [-2.90459, 2.05597, 2.68133], [1.38265, -0.43115, -1.59253], [-1.60992, 0.32155, -0.52803], [0.99629, 0.72238, -0.74770], [-0.24330, 0.48339, 0.08089], [-3.07544, 1.58151, 3.78460], [-0.79855, 1.23665, 2.63862], [-0.19845, 2.56134, 1.17587], [2.41843, -3.30383, -3.87377], [2.86588, -3.43731, -1.20278], [1.59477, -1.44656, -4.78830], [2.00892, -1.49055, 0.07516], [0.88503, 0.61801, -3.48052], [-2.36600, 0.70890, 5.57796], [-0.02556, 0.37319, 4.41357], [-3.39023, 2.11713, 1.75121], [-2.35578, 0.06280, 0.20293], [-1.77217, -0.54300, -1.24372], [-1.96266, 1.17279, -1.05233], [0.94914, 1.59940, -1.38862], [1.82674, 0.79139, -0.11321], [0.05019, -0.49938, 0.46295]], "e_homo_ev": [-7.98, -7.98], "relative_energy_kcal_mol": 84.3, "e_lumo_ev": [0.44, 0.44], "total_energy_ha": -600.48449, "fmax_ha_per_bohr": 0.097}



{"formula": "C12H15BrClN5O7S2Zr", "method": "wB97M-V/def2-TZVPD", "symbols": ["Zr", "N", "N", "C", "N", "S", "H", "H", "H", "H", "H", "O", "Cl", "O", "O", "O", "Br", "C", "C", "C", "N", "C", "C", "H", "H", "H", "H", "N", "C", "C", "C", "C", "C", "C", "S", "O", "O", "O", "H", "H", "H", "H", "H", "H"], "xyz": [[-0.66225, -0.93243, 0.27989], [0.15837, 1.14126, -0.79996], [-0.32605, 2.36324, -0.28755], [-1.04240, 2.37774, 0.83706], [-1.19102, 3.50005, 1.48817], [-1.83101, 0.93962, 1.45879], [1.16093, 1.13525, -0.56420], [0.07828, 1.17470, -1.81740], [0.23692, 3.18006, -0.53078], [-0.68789, 4.34488, 1.23526], [-1.74724, 3.53342, 2.33141], [-0.06131, -2.31861, 2.04339], [-1.23756, -3.10391, 1.58314], [-1.55868, -4.22000, 2.32563], [-2.28420, -2.04627, 1.51331], [-0.92468, -3.32738, 0.15828], [-5.10308, -3.48499, -3.99081], [-3.89941, -2.51857, -2.97783], [-2.53116, -2.56548, -3.26625], [-1.67813, -1.84530, -2.47372], [-2.07844, -1.09747, -1.41722], [-3.41051, -1.04149, -1.17032], [-4.33768, -1.72896, -1.91294], [-2.14982, -3.14873, -4.09191], [-0.61194, -1.86980, -2.67862], [-3.72352, -0.42346, -0.33899], [-5.38782, -1.65165, -1.67007], [1.42863, -1.51237, -0.44536], [2.26702, -0.61126, 0.36937], [3.60718, -0.35382, 0.13101], [4.15320, 0.79531, 0.71240], [3.40255, 1.55686, 1.59772], [2.20140, 1.08446, 2.11051], [1.60579, 0.12899, 1.33991], [3.41170, 3.37052, 1.63499], [4.69159, 3.79336, 1.16049], [2.30523, 3.46079, 0.63978], [2.99374, 3.73519, 2.96156], [1.68476, -1.40569, -1.42796], [1.60343, -2.49775, -0.22925], [4.16539, -0.92507, -0.60143], [5.11283, 1.17298, 0.38092], [1.65790, 1.68925, 2.82547], [0.53895, 0.15248, 1.57413]], "e_homo_ev": -13.87, "charge": 2, "e_lumo_ev": -8.82, "total_energy_ha": -5143.53675, "fmax_ha_per_bohr": 0.024}